Entry from OMol25: a structure of composition C21H13BrF6N3O5S2V (ωB97M-V with the def2-TZVPD basis set).

Element x y z (Å)
V: 0.417 -0.632 0.212
Br: -0.115 -2.271 -1.717
C: 1.695 -2.243 -2.384
C: 1.969 -2.929 -3.530
C: 3.278 -2.925 -4.039
C: 4.264 -2.263 -3.367
C: 3.989 -1.558 -2.172
C: 5.019 -0.888 -1.476
C: 4.729 -0.180 -0.348
C: 3.406 -0.105 0.131
C: 2.350 -0.751 -0.479
C: 2.660 -1.507 -1.654
H: 1.181 -3.463 -4.044
H: 3.491 -3.447 -4.962
H: 5.279 -2.259 -3.745
H: 6.033 -0.957 -1.851
H: 5.518 0.327 0.195
H: 3.242 0.482 1.024
F: -4.856 1.396 2.992
C: -4.196 1.693 1.881
F: -4.628 0.895 0.900
F: -4.458 2.955 1.544
S: -2.362 1.464 2.075
O: -2.182 0.089 2.432
O: -1.964 2.467 3.008
N: -1.881 1.831 0.596
S: -1.584 0.744 -0.481
O: -2.068 -0.583 -0.231
O: -0.233 0.810 -1.036
C: -2.583 1.341 -1.927
F: -2.128 0.698 -3.002
F: -3.865 1.054 -1.764
F: -2.448 2.647 -2.117
O: 0.662 -1.936 1.273
C: 0.568 -2.108 2.577
C: 0.346 -3.381 3.114
C: 0.374 -3.581 4.477
C: 0.617 -2.513 5.338
C: 0.799 -1.246 4.828
C: 0.765 -1.011 3.451
C: 0.917 0.313 2.884
N: 0.914 0.602 1.578
C: 1.145 1.957 1.454
C: 1.271 2.494 2.689
N: 1.138 1.453 3.574
H: 0.155 -4.191 2.423
H: 0.224 -4.574 4.878
H: 0.656 -2.683 6.405
H: 0.959 -0.420 5.511
H: 1.224 2.427 0.490
H: 1.406 3.511 3.007
H: 1.076 1.554 4.571

Kohn-Sham gap (spin up / spin down): 0.2927 / 0.2961 hartree
expectation value of S²: 2.02
highest occupied orbital energy (spin up / spin down): -8.05 / -8.19 eV
E: -170401.5556 eV
spin multiplicity: 3


Entry from OMol25: a structure of composition C23H59B3N4O3 (ωB97M-V with the def2-TZVPD basis set).

Element x y z (Å)
C: 4.428 -5.660 -1.168
C: 3.990 -4.207 -1.405
C: 3.157 -4.022 -2.671
C: 1.829 -4.820 -2.648
B: 0.651 -3.957 -2.117
O: 0.707 -3.355 -0.853
B: -0.491 -3.447 -0.182
O: -1.639 -3.139 -0.901
B: -1.623 -3.916 -2.058
C: -2.710 -5.011 -2.339
N: -2.043 -6.331 -2.204
O: -0.508 -3.773 -2.866
H: 3.978 -6.081 -0.273
H: 5.505 -5.732 -1.046
H: 4.153 -6.286 -2.014
H: 4.884 -3.592 -1.512
H: 3.453 -3.806 -0.548
H: 3.748 -4.352 -3.524
H: 2.947 -2.958 -2.776
H: 1.567 -5.129 -3.658
H: 1.936 -5.721 -2.045
H: -0.591 -3.837 0.937
H: -3.532 -4.905 -1.630
H: -3.124 -4.914 -3.340
H: -2.428 -6.990 -2.862
H: -2.229 -6.714 -1.288
C: -6.889 -4.685 2.762
C: -5.795 -3.926 2.027
N: -6.300 -3.103 0.944
C: -5.256 -2.603 0.067
C: -4.218 -1.634 0.642
C: -7.335 -2.152 1.309
C: -7.012 -1.118 2.397
H: -7.483 -5.278 2.066
H: -6.440 -5.361 3.492
H: -7.558 -4.019 3.306
H: -5.106 -4.652 1.585
H: -5.207 -3.353 2.762
H: -5.736 -2.140 -0.799
H: -4.723 -3.475 -0.324
H: -4.628 -0.636 0.790
H: -3.385 -1.544 -0.053
H: -3.812 -1.985 1.592
H: -8.214 -2.717 1.626
H: -7.644 -1.635 0.398
H: -6.503 -1.570 3.250
H: -7.938 -0.676 2.769
H: -6.392 -0.305 2.025
C: 2.454 1.448 2.491
C: 3.083 1.923 1.190
N: 3.536 0.836 0.345
C: 4.377 1.279 -0.752
C: 3.756 2.189 -1.821
C: 2.532 -0.161 0.017
C: 1.250 0.307 -0.684
H: 3.139 0.797 3.035
H: 2.223 2.305 3.124
H: 1.522 0.907 2.325
H: 3.956 2.535 1.436
H: 2.371 2.591 0.676
H: 4.795 0.392 -1.236
H: 5.230 1.803 -0.311
H: 3.091 1.642 -2.489
H: 4.547 2.622 -2.436
H: 3.194 3.014 -1.380
H: 2.248 -0.670 0.941
H: 3.012 -0.935 -0.588
H: 0.838 1.214 -0.240
H: 0.489 -0.471 -0.601
H: 1.405 0.491 -1.747
C: 1.177 5.201 1.926
C: 2.285 5.856 1.116
N: 1.799 6.538 -0.068
C: 2.856 6.912 -0.991
C: 3.893 7.943 -0.529
C: 0.768 7.535 0.161
C: 1.087 8.697 1.111
H: 0.590 4.527 1.300
H: 1.616 4.617 2.737
H: 0.503 5.928 2.379
H: 2.972 5.075 0.778
H: 2.869 6.513 1.782
H: 2.387 7.266 -1.913
H: 3.384 5.993 -1.263
H: 3.488 8.954 -0.511
H: 4.738 7.947 -1.221
H: 4.285 7.713 0.463
H: -0.119 7.020 0.537
H: 0.472 7.933 -0.813
H: 1.584 8.355 2.020
H: 0.160 9.189 1.413
H: 1.716 9.453 0.645

Kohn-Sham gap: 0.3132 hartree
highest occupied orbital energy: -8.03 eV
E: -38945.8845 eV
spin multiplicity: 1